# 1
{"formula": "C15H28FeN3O", "method": "ωB97M-V with the def2-TZVPD basis set", "species": ["H", "C", "H", "C", "H", "C", "C", "H", "H", "H", "C", "H", "O", "C", "N", "N", "H", "H", "H", "Fe", "H", "C", "C", "H", "H", "H", "C", "H", "C", "H", "C", "C", "H", "H", "C", "H", "N", "C", "C", "H", "H", "H", "H", "H", "H", "H", "H", "H"], "positions_angstrom": [[3.2433, 0.3244, -0.7980], [-1.9988, 4.0339, -0.8308], [1.9495, -5.3321, -3.0252], [3.6507, -4.6783, -2.0822], [2.2103, -6.2212, -0.1428], [-2.9179, 0.6554, 4.0323], [2.5605, -5.6934, -2.1980], [-1.6843, 2.1233, -2.8374], [4.3180, -4.9644, -1.2693], [-0.2230, 2.7107, 4.5923], [1.0491, -4.6183, -0.4512], [0.5570, 2.1618, -0.7436], [0.2815, -0.7586, 0.3135], [0.6933, 1.1602, -1.1515], [-2.0208, -1.0599, 2.1753], [-3.2802, 5.9924, 0.4097], [-3.2646, 3.8714, -2.5130], [3.2114, -3.7128, -1.8313], [-0.1149, 1.4391, 3.3891], [-0.8415, -2.3084, 0.9317], [-2.3613, 2.5706, 3.3858], [-2.3912, -0.3333, 2.9866], [1.3383, 0.1392, -0.0642], [3.1051, -1.2264, -0.0618], [3.0498, -6.6517, -2.3723], [-1.4479, 3.1570, -4.2235], [2.5596, -0.5168, -0.6840], [1.7519, 0.7596, 0.7309], [1.6957, -5.8216, -1.0166], [4.2602, -4.4245, -2.9495], [-0.5756, 1.7109, 4.3388], [-2.0234, 1.9400, 4.2083], [-0.3091, 3.2404, -2.8510], [-0.1942, 0.8798, -1.7188], [-2.6958, 5.1072, -0.1160], [-2.2652, 3.0243, -0.5182], [0.5341, -3.6587, -0.0606], [-2.2086, 4.0758, -2.3361], [-1.3533, 3.1172, -3.1383], [0.8810, -6.4728, -1.3332], [-3.2574, 0.0792, 4.8930], [-3.7785, 1.1918, 3.6326], [-2.3879, 2.4409, 5.1052], [1.4321, 1.4448, -1.9006], [-1.9145, 5.0744, -2.6591], [-0.3072, 0.9250, 5.0448], [2.4128, -0.9947, -1.6526], [-0.9277, 4.0979, -0.6390]], "atomic_forces_ev_per_a": [[0.075, -0.042, -0.282], [0.741, -0.602, -0.296], [-0.140, -0.805, -0.339], [0.717, 1.147, 1.054], [0.077, -0.463, 0.006], [0.312, 0.090, -1.292], [1.173, 1.050, -1.992], [0.271, -0.432, -0.160], [0.243, 0.199, 0.020], [0.873, -0.379, 0.340], [-0.058, 0.707, -0.738], [-0.600, -0.281, 0.697], [-0.405, -1.448, 1.059], [0.909, 0.522, 0.396], [0.642, -0.888, -0.241], [2.093, -3.148, -1.755], [-0.013, 0.402, -0.303], [-0.062, 0.245, 0.311], [0.056, -0.008, -0.187], [2.538, 3.096, -1.206], [0.715, 0.237, -0.089], [-0.932, 1.390, 1.045], [-1.401, 0.660, -2.349], [-0.343, -0.029, 0.373], [-0.627, -0.190, -0.323], [-0.128, 0.402, 0.175], [0.649, -0.549, -0.071], [-0.780, -0.324, 0.837], [-1.206, -0.021, 1.716], [-0.199, -0.750, -0.239], [0.912, 0.529, -0.618], [-1.645, -1.225, 0.329], [0.152, -0.040, -0.214], [0.038, -0.490, 0.525], [-2.062, 2.603, 1.673], [-0.409, 0.098, 0.580], [-0.846, -0.492, 0.728], [-0.076, 1.054, -0.749], [-0.142, -0.794, 0.863], [-0.245, -0.239, 0.595], [0.456, 0.059, 0.146], [-0.620, -1.054, -0.394], [-0.220, -0.168, 0.060], [0.381, -0.773, -0.134], [-0.621, 0.222, -0.106], [-0.038, 0.396, 0.344], [-0.332, 0.224, -0.008], [0.128, 0.305, 0.211]], "orbital_gap_ev": [7.78, 4.64], "total_charge": 2, "homo_ev": [-15.3, -15.3], "max_force_ev_per_a": 4.2, "spin_multiplicity": 6, "lumo_ev": [-7.5, -10.7]}



# 2
{"formula": "C21H28N4O2S", "method": "ωB97M-V with the def2-TZVPD basis set", "species": ["C", "N", "O", "C", "H", "C", "H", "N", "H", "H", "H", "H", "H", "C", "C", "H", "H", "S", "C", "N", "N", "H", "H", "H", "H", "H", "H", "H", "C", "C", "C", "C", "H", "H", "C", "H", "H", "C", "C", "C", "C", "H", "H", "H", "H", "C", "H", "O", "H", "H", "H", "C", "C", "C", "C", "C"], "positions_angstrom": [[3.3001, -4.2414, -1.1130], [0.4116, 0.8470, -0.1314], [0.1269, -4.8914, -1.4302], [-0.4855, 1.8503, -0.2725], [-0.0982, -1.3491, -1.5861], [1.2861, -2.6106, 1.1139], [2.4871, -5.0365, 0.7266], [-1.8361, 1.8041, 0.0833], [2.2157, -6.0398, -0.7005], [2.1077, -0.6266, 1.3583], [-0.3576, -0.4131, 1.3154], [2.0997, -1.1949, -0.3117], [6.9588, -4.1766, -1.7882], [-3.8594, 1.6786, 1.3738], [-0.6231, -1.3161, -0.6289], [-1.7091, 4.3536, 2.4088], [-1.6897, 6.7684, -1.1120], [4.9658, -4.9025, -0.7348], [0.1946, -0.4913, 0.3718], [0.4949, -3.3447, 0.1540], [1.5973, 1.1970, -0.6272], [-1.3267, -3.3608, -0.8091], [5.7819, -2.8462, -1.6827], [-5.1383, 3.2685, 2.0617], [-3.6373, 3.0907, 2.9851], [-2.4095, 2.4219, -0.4763], [-4.3335, 1.6213, 0.3928], [2.3054, 2.9267, -1.5316], [-3.4167, 4.1409, 1.1380], [-2.1717, 6.0342, -0.4836], [-0.7966, -2.7344, -0.0900], [-3.3976, 5.5042, -0.8504], [-4.3076, 0.9344, 2.0329], [5.5892, -4.1200, -2.9222], [-4.0148, 4.5637, -0.0444], [3.3056, -3.1826, -0.8498], [-0.2436, 3.8490, -1.1621], [1.5321, -1.1830, 0.6193], [-4.0655, 3.0798, 1.9817], [0.8650, -4.4148, -0.5880], [-1.5686, 5.6208, 0.6924], [-3.8747, 5.8254, -1.7647], [3.1341, -4.3472, -2.1857], [2.2361, -3.1062, 1.2986], [-0.6127, 6.0299, 0.9836], [2.2423, -5.0119, -0.3352], [-4.9752, 4.1574, -0.3313], [-1.7426, 0.8391, 2.1415], [0.7295, -2.5711, 2.0590], [-1.3590, -2.7050, 0.8502], [-1.6030, -0.8631, -0.7863], [0.1678, 2.8964, -0.8987], [5.9170, -3.9004, -1.9097], [1.4690, 2.4255, -1.0872], [-2.3759, 1.3856, 1.2648], [-2.1867, 4.6788, 1.4959]], "atomic_forces_ev_per_a": [[0.613, -0.096, 0.086], [-0.459, 0.502, 0.060], [-0.064, -0.228, -0.348], [0.364, 0.376, -0.048], [0.002, 0.025, -0.047], [0.261, 0.251, 0.031], [0.005, 0.008, 0.022], [0.004, -0.046, -0.423], [-0.093, 0.091, 0.068], [0.059, 0.023, -0.002], [0.170, 0.002, -0.241], [0.068, -0.052, 0.066], [0.107, 0.029, -0.041], [0.006, 0.039, 0.284], [-0.009, -0.054, 0.312], [0.054, -0.053, 0.107], [0.036, 0.065, -0.046], [-0.257, 0.122, -0.118], [0.026, -0.693, -0.035], [-0.292, 0.193, 0.186], [0.792, -0.156, -0.079], [0.021, 0.103, 0.187], [0.081, 0.092, -0.065], [0.041, -0.002, 0.067], [-0.064, 0.007, 0.013], [0.002, -0.152, 0.082], [-0.030, -0.008, 0.005], [0.199, 0.068, -0.095], [-0.091, 0.175, 0.152], [0.070, 0.074, -0.044], [-0.266, 0.037, -0.393], [-0.008, 0.004, -0.124], [0.069, -0.036, -0.104], [0.070, 0.053, -0.100], [-0.005, -0.041, 0.053], [-0.099, 0.027, -0.066], [-0.136, 0.197, -0.004], [-0.150, -0.062, 0.125], [-0.023, -0.101, -0.098], [0.289, -0.324, 0.195], [0.046, 0.054, -0.003], [-0.040, 0.034, -0.068], [-0.099, 0.072, 0.020], [-0.048, -0.012, 0.017], [0.086, 0.028, 0.022], [-0.019, -0.052, -0.149], [-0.117, -0.039, -0.023], [0.068, 0.070, 0.311], [0.100, -0.067, 0.013], [-0.005, -0.032, -0.005], [-0.026, 0.034, -0.038], [-0.213, -0.157, 0.150], [-0.363, -0.221, 0.295], [-0.287, -0.117, 0.022], [-0.367, -0.080, -0.163], [-0.082, 0.026, 0.017]], "orbital_gap_ev": 9.17, "total_charge": 0, "relative_energy_kcal_mol": 18.64, "homo_ev": -8.5, "max_force_ev_per_a": 0.8, "lumo_ev": 0.6}



# 3
{"formula": "C38H34EuN7O5", "method": "ωB97M-V with the def2-TZVPD basis set", "species": ["N", "N", "H", "H", "H", "C", "Eu", "O", "C", "C", "H", "H", "C", "O", "C", "H", "C", "C", "C", "H", "H", "H", "C", "H", "H", "C", "C", "H", "C", "N", "H", "H", "H", "C", "H", "H", "H", "C", "C", "C", "C", "C", "C", "C", "C", "C", "H", "H", "H", "H", "C", "O", "H", "C", "C", "C", "C", "O", "C", "H", "H", "C", "H", "C", "H", "H", "H", "H", "O", "C", "H", "N", "N", "C", "H", "H", "C", "N", "C", "C", "C", "C", "H", "C", "N"], "positions_angstrom": [[-1.8746, 1.3893, 1.4372], [2.0490, -0.5422, 2.3358], [4.3882, 1.4930, -2.3357], [-0.7114, 0.9239, -2.0564], [-5.1288, -3.7563, -1.4077], [0.3652, 3.4629, 2.1862], [0.0147, -0.3289, 0.7880], [-4.4131, 5.7172, 1.7411], [2.7008, -1.7481, 2.3844], [-0.0903, 4.6876, 2.5801], [-0.4137, -1.9494, -4.2224], [3.3325, -4.6337, 1.8189], [-2.3480, 1.5201, 2.6310], [-5.3004, 4.5783, 3.5299], [-2.0370, -4.3620, -0.1068], [1.4729, 6.6893, 0.2395], [-4.6038, 4.7126, 2.4767], [4.6445, -0.7894, 3.2435], [-3.2175, -3.7365, -0.4670], [3.5102, -2.5732, -2.9984], [-2.1137, -3.0663, -4.7358], [-5.1113, -6.2058, -1.6855], [2.1845, -1.5669, -1.6100], [-3.1688, -7.4713, -0.6575], [1.6979, -5.0804, 2.2718], [4.0648, 0.3907, 3.3358], [1.5513, 4.5464, 0.3277], [2.8924, 3.1588, -2.4689], [1.7669, -0.3973, -0.9950], [0.8888, -2.7601, 1.2467], [-0.8959, 4.8009, 3.3578], [-3.5244, 2.6016, 4.0925], [4.7377, 1.2499, 3.6611], [-1.4933, -0.0914, -4.0978], [-2.1520, 0.7226, 3.3651], [0.5353, 0.1907, -3.7113], [-1.4771, 0.0882, -5.1859], [3.2524, -1.6317, -2.5380], [2.1887, 4.4376, -0.9368], [-3.6639, 3.5325, 2.1386], [1.1799, 3.3545, 0.9754], [-2.0364, -5.7910, -0.0873], [-3.1813, -6.4117, -0.6300], [-1.3569, -1.5300, -3.7579], [-3.1823, 3.3819, 0.8328], [-1.0495, -3.3924, 0.4109], [2.4037, 5.3041, -1.4817], [4.8655, -0.5457, -3.5184], [4.5176, -2.8927, 2.8595], [-3.1703, -2.6471, -0.3443], [-3.2043, 2.5272, 3.0350], [-1.0452, 1.0937, -1.0356], [-0.1487, 6.8706, 2.1998], [2.2566, 2.0355, -0.6540], [1.0803, 5.8237, 0.7855], [2.5540, 3.2366, -1.4182], [4.0093, -0.4872, -2.8115], [-2.1240, 2.8259, -1.8719], [4.0018, -1.8976, 2.8241], [5.7501, -0.9733, 3.4489], [-2.4452, 0.2497, -3.6714], [2.7101, 0.5222, 2.8345], [2.2921, 1.5224, 2.8660], [3.7083, 0.6405, -2.1373], [2.7649, -4.1906, 3.4386], [-0.4212, 1.5964, -3.8597], [1.6133, -2.4843, -1.4899], [0.1389, 2.5461, 2.7384], [-1.3775, -2.1608, 0.3985], [-2.3249, 2.2956, 0.5357], [-3.4957, 3.9551, -0.0069], [-2.4444, -2.3480, -4.1617], [-0.3853, 0.6616, -3.5278], [-4.2769, -5.7599, -1.1717], [-1.1814, -1.5675, -2.6976], [-3.1493, -2.5416, -3.4890], [2.4736, -4.3321, 2.3746], [1.5709, 2.1690, 0.5066], [-4.3078, -4.3445, -1.0488], [0.2643, 5.8943, 1.8582], [2.6209, 0.7062, -1.1816], [-1.8116, 2.1310, -0.8880], [-1.2243, -6.4498, 0.2027], [1.9749, -2.9504, 1.9632], [0.0937, -3.8488, 0.8812]], "atomic_forces_ev_per_a": [[-0.111, 0.471, -2.396], [1.522, 0.616, 1.173], [-0.662, -0.253, 0.392], [-0.176, 0.184, 0.468], [-0.366, 0.120, -0.068], [0.767, -0.110, -0.697], [-0.259, 0.477, 0.414], [-0.494, -1.071, 0.442], [-0.478, -0.043, -0.169], [-1.142, 0.803, -0.045], [-0.765, 0.504, 0.425], [0.715, -0.196, -0.474], [-1.071, -0.328, 2.386], [0.749, -0.083, -1.598], [-0.785, -1.779, 0.788], [-0.517, -0.130, 0.261], [0.204, 1.018, 1.580], [4.469, -2.077, 0.609], [-0.284, 1.392, -0.700], [-0.035, -0.175, -0.166], [-0.296, -1.445, -0.463], [0.036, -0.656, 0.121], [0.935, -0.663, -1.800], [-0.006, -0.959, -0.066], [-0.152, 0.089, -0.020], [-1.432, 3.883, -0.362], [-0.619, 0.681, -0.593], [0.083, -0.081, 0.911], [0.590, 0.679, 0.572], [0.973, -0.601, 1.384], [1.230, -0.325, -0.591], [0.067, -0.203, -0.805], [-1.581, -0.870, -0.418], [-0.200, 0.741, -0.960], [0.364, 0.339, -0.299], [-1.125, 0.860, 0.240], [-0.532, -0.335, 0.189], [-0.623, 0.117, 0.838], [-0.060, -0.559, 1.609], [0.631, -1.207, -0.219], [-0.190, 1.276, 0.965], [-0.984, 1.261, -1.047], [0.600, -0.008, 0.057], [1.762, -0.760, -0.075], [0.809, -2.041, 0.082], [0.821, 0.795, 0.424], [0.113, 1.292, -0.776], [-0.708, 0.171, 0.563], [-0.745, 1.167, -0.267], [-0.358, -0.514, -0.156], [-1.057, 1.778, 0.546], [0.953, -1.101, -0.420], [0.356, -0.945, -0.277], [-0.575, 1.700, 0.756], [0.958, -0.514, -0.397], [-0.266, -1.681, -0.681], [0.519, -1.853, -0.791], [0.264, -0.649, 2.060], [-0.748, -2.018, -0.396], [-1.463, 0.769, 0.111], [0.198, 0.280, -0.184], [2.010, -1.042, 0.612], [-0.483, -0.373, -0.285], [-0.206, 2.148, 1.376], [-0.071, -0.633, -0.503], [0.398, 0.884, -0.385], [-0.028, -0.075, 0.175], [-0.103, 0.399, -0.264], [-0.276, -0.655, -0.309], [0.078, 0.984, -0.179], [-0.174, 0.768, -0.207], [-0.372, 1.222, -0.586], [0.903, -1.106, 1.005], [0.113, 2.342, 0.347], [0.145, -0.185, 0.811], [-0.166, -0.524, 0.352], [-0.559, 1.436, 1.257], [0.672, -2.019, -1.320], [0.647, -1.778, 0.114], [-0.683, 0.207, 1.005], [0.634, -0.136, -1.818], [-1.268, 1.267, -1.755], [0.095, 0.530, 0.196], [-2.306, -1.060, -1.837], [1.177, 0.165, 0.207]], "orbital_gap_ev": [5.40, 7.13], "total_charge": -1, "relative_energy_kcal_mol": 0.00, "homo_ev": [-3.6, -5.3], "max_force_ev_per_a": 5.0, "spin_multiplicity": 8, "lumo_ev": [1.8, 1.8]}